Entry from OMol25: a structure of composition C54H44BrCaF5N4O2S (ωB97M-V/def2-TZVPD).

Computed properties:
molecular weight	1028.0	g mol⁻¹
orbital gap	3.985	eV
relative energy (zero: lowest compared OMol25 entry of this formula, charge and spin)	71.4	kcal/mol
total energy	-179673.3129	eV
E_HOMO	-0.4359	eV
total charge	-2

Geometry (Å):
Ca  0.190  -0.525  0.350
C  0.663  2.259  2.839
N  -0.231  2.211  1.701
C  -1.577  2.529  2.115
C  -2.634  2.055  1.155
C  -3.920  2.582  1.207
C  -4.893  2.046  0.376
C  -4.536  1.018  -0.475
C  -3.219  0.578  -0.465
N  -2.294  1.071  0.336
C  0.163  2.996  0.548
C  1.586  2.794  0.111
C  2.210  3.745  -0.688
C  3.544  3.572  -1.022
C  4.224  2.480  -0.503
C  3.516  1.580  0.272
N  2.229  1.721  0.557
C  0.538  0.999  3.653
C  0.695  1.006  5.028
C  0.608  -0.196  5.727
C  0.373  -1.362  4.995
C  0.251  -1.276  3.623
N  0.325  -0.125  2.958
H  0.486  3.149  3.471
H  1.690  2.293  2.471
H  -1.699  3.620  2.299
H  -1.764  2.022  3.070
H  -4.162  3.392  1.884
H  -5.906  2.432  0.400
H  -5.249  0.566  -1.143
H  -2.913  -0.239  -1.095
H  0.010  4.080  0.730
H  -0.487  2.703  -0.283
H  1.659  4.597  -1.053
H  4.044  4.279  -1.667
H  5.270  2.317  -0.712
H  3.995  0.718  0.722
H  0.880  1.934  5.555
H  0.725  -0.222  6.801
H  0.295  -2.318  5.493
H  0.094  -2.154  3.008
F  -2.397  -3.154  -5.998
C  -2.495  -1.978  -5.328
C  -1.668  -1.690  -4.244
F  -0.731  -2.579  -3.865
C  -1.804  -0.504  -3.558
F  -1.005  -0.320  -2.483
C  -2.724  0.507  -3.932
S  -2.819  1.994  -3.143
C  -3.543  0.169  -5.038
F  -4.484  1.045  -5.468
C  -3.441  -1.031  -5.707
F  -4.262  -1.290  -6.756
C  -7.371  -1.496  -1.127
C  -6.036  -1.981  -0.635
C  -5.597  -1.696  0.649
C  -4.327  -2.064  1.064
C  -3.811  -1.738  2.434
C  -3.483  -2.743  0.187
C  -3.940  -3.112  -1.075
C  -3.091  -3.943  -1.987
C  -5.208  -2.710  -1.475
C  -2.012  -2.906  0.601
O  -1.635  -3.925  1.174
O  -1.335  -1.888  0.312
H  -7.762  -0.723  -0.468
H  -8.095  -2.312  -1.166
H  -7.275  -1.088  -2.132
H  -6.241  -1.144  1.323
H  -4.564  -1.244  3.048
H  -2.932  -1.097  2.344
H  -3.487  -2.653  2.932
H  -2.039  -3.700  -1.863
H  -3.379  -3.803  -3.027
H  -3.210  -4.999  -1.737
H  -5.551  -2.955  -2.472
C  2.691  5.070  -5.355
C  3.537  4.053  -4.939
C  3.059  3.018  -4.161
C  1.714  2.965  -3.780
C  0.879  4.011  -4.186
C  1.360  5.042  -4.965
C  1.128  1.835  -3.069
C  1.716  0.667  -2.860
C  2.839  -0.060  -3.190
C  3.700  -0.595  -2.195
C  4.733  -1.438  -2.507
C  4.978  -1.814  -3.825
C  4.139  -1.324  -4.822
C  3.102  -0.474  -4.528
H  3.068  5.874  -5.977
H  4.580  4.064  -5.235
H  3.722  2.228  -3.839
H  -0.162  3.985  -3.893
H  0.690  5.829  -5.286
H  0.091  1.988  -2.777
H  3.496  -0.336  -1.168
H  5.356  -1.828  -1.710
H  5.795  -2.482  -4.067
H  4.312  -1.611  -5.856
H  2.469  -0.086  -5.317
Br  5.148  -5.547  0.572
C  3.824  -4.143  0.524
C  2.814  -4.188  -0.411
C  1.898  -3.145  -0.451
C  1.934  -2.060  0.429
C  2.972  -2.091  1.364
C  3.923  -3.104  1.421
H  2.740  -5.015  -1.105
H  1.127  -3.185  -1.211
H  3.066  -1.283  2.086
H  4.733  -3.073  2.142

Forces on the atoms, in the same order (eV/Å):
Ca 0.4 2.6 -0.5
C 0.1 0.2 0.0
N 0.2 -0.1 0.0
C -0.1 0.1 0.2
C -0.4 0.4 0.1
C 0.3 0.0 0.0
C 0.1 -0.3 -0.2
C -0.2 0.3 0.2
C -0.4 -0.2 -0.2
N 0.5 -0.3 0.1
C -0.1 0.3 -0.1
C 0.4 0.3 0.0
C 0.2 0.0 0.1
C -0.2 -0.1 0.3
C -0.1 0.1 -0.1
C 0.2 0.0 0.1
N -0.3 -0.3 0.0
C 0.0 0.0 -0.3
C 0.0 -0.4 0.5
C -0.1 -0.1 -0.8
C 0.1 0.3 0.7
C 0.0 0.0 -0.2
N 0.0 0.0 0.2
H 0.0 -0.1 0.0
H -0.2 0.1 0.2
H 0.0 -0.2 0.0
H 0.1 0.1 0.0
H 0.1 0.0 0.1
H 0.0 0.0 0.0
H 0.0 0.0 -0.1
H 0.0 -0.1 -0.1
H 0.0 -0.2 -0.1
H -0.1 0.1 0.0
H -0.1 0.1 -0.1
H 0.0 0.1 -0.1
H 0.1 -0.1 0.0
H 0.1 -0.1 -0.2
H 0.0 0.1 -0.1
H 0.0 0.0 0.0
H 0.0 -0.1 0.0
H 0.0 -0.2 0.0
F 0.0 0.3 0.2
C 0.0 0.1 0.1
C 0.1 -0.4 -0.2
F -0.3 0.1 -0.1
C -0.2 0.3 0.0
F -0.4 -0.1 -0.3
C 0.1 -0.9 -0.5
S -0.1 1.1 0.3
C 0.1 0.2 0.4
F 0.3 -0.3 0.1
C 0.0 -0.2 -0.2
F 0.2 0.0 0.2
C 0.1 -0.1 0.0
C -0.1 -0.1 0.0
C 0.0 -0.2 0.0
C 0.0 -0.2 0.1
C 0.0 0.0 0.0
C 0.2 0.1 0.1
C 0.0 0.0 0.0
C 0.0 0.0 0.1
C 0.0 0.0 0.1
C -1.3 -1.2 0.0
O 0.0 0.1 0.1
O -0.3 -0.2 -0.1
H -0.1 0.1 0.0
H -0.1 0.0 0.0
H -0.1 0.1 -0.1
H 0.0 0.1 0.1
H 0.0 0.1 0.0
H 0.0 0.1 0.1
H 0.0 0.0 0.1
H 0.1 0.0 -0.1
H 0.1 0.0 -0.1
H 0.0 -0.1 0.0
H 0.0 0.0 -0.2
C 0.1 0.2 -0.1
C 0.1 0.0 0.0
C 0.0 -0.1 0.1
C 0.0 0.3 -0.5
C 0.1 0.0 0.1
C 0.0 0.3 -0.1
C 0.3 -0.1 0.2
C -1.0 -0.3 0.9
C 0.4 -0.3 -0.2
C 0.1 0.3 0.1
C 0.2 0.0 0.0
C 0.3 -0.2 -0.2
C 0.2 -0.1 -0.1
C -0.1 0.2 0.0
H 0.0 0.0 0.0
H 0.0 0.0 0.0
H 0.0 -0.1 0.0
H -0.1 -0.1 0.0
H -0.1 0.1 0.0
H -0.2 0.1 0.0
H 0.0 -0.2 0.0
H 0.0 0.0 0.1
H 0.0 -0.1 0.0
H 0.0 0.0 0.0
H -0.1 0.0 0.0
Br -0.2 0.1 0.0
C 0.3 -0.2 0.0
C -0.1 -0.1 -0.3
C 0.1 -0.1 0.1
C 0.5 -0.2 0.3
C 0.0 -0.1 -0.1
C 0.3 0.1 0.3
H 0.1 0.0 0.0
H -0.1 -0.1 -0.1
H 0.1 0.1 0.2
H 0.0 -0.1 0.0

Here are the Mulliken charges for atoms 1 to 5, given in e:
1. Ca 2.539
2. C -1.009
3. N 1.353
4. C -1.718
5. C 0.816

=====

Entry from OMol25: a structure of composition C16H18BrNO3S3Sr (ωB97M-V/def2-TZVPD).

Computed properties:
molecular weight	536.0	g mol⁻¹
orbital gap	7.096	eV
relative energy (zero: lowest compared OMol25 entry of this formula, charge and spin)	7.6	kcal/mol
total energy	-127898.9416	eV
E_HOMO	-7.3153	eV

Geometry (Å):
Sr  -0.182  -0.664  -0.116
C  0.656  1.365  3.146
C  1.683  0.295  3.473
S  2.135  -0.768  2.075
C  1.976  -2.434  2.781
C  0.635  -2.834  3.375
S  -0.742  -2.697  2.198
C  -1.957  -1.720  3.113
C  -1.532  -0.379  3.699
S  -0.944  0.830  2.481
H  0.474  1.964  4.040
H  1.038  2.043  2.380
H  2.592  0.785  3.823
H  1.344  -0.347  4.285
H  2.223  -3.093  1.946
H  2.762  -2.553  3.529
H  0.707  -3.872  3.703
H  0.391  -2.248  4.261
H  -2.751  -1.584  2.374
H  -2.366  -2.336  3.916
H  -2.392  0.058  4.206
H  -0.758  -0.504  4.455
Br  2.214  -0.776  -2.359
C  1.559  0.670  -3.492
C  2.366  0.985  -4.543
C  1.964  1.986  -5.447
C  0.768  2.616  -5.263
C  -0.071  2.289  -4.170
C  -1.310  2.948  -4.002
C  -2.116  2.633  -2.947
C  -1.706  1.661  -2.011
C  -0.509  0.965  -2.100
C  0.314  1.289  -3.218
H  3.302  0.461  -4.682
H  2.607  2.235  -6.281
H  0.440  3.381  -5.958
H  -1.608  3.698  -4.725
H  -3.072  3.130  -2.820
H  -2.384  1.445  -1.184
O  -2.675  -3.676  -1.291
N  -1.956  -2.747  -1.009
O  -2.395  -1.752  -0.342
O  -0.724  -2.750  -1.298

Forces on the atoms, in the same order (eV/Å):
Sr 0.2 0.1 -0.7
C -0.1 0.1 0.1
C 0.1 -0.1 0.0
S 0.0 -0.1 0.0
C 0.1 0.1 0.0
C -0.2 0.0 0.0
S 0.2 0.0 0.1
C -0.2 0.0 0.0
C 0.0 0.0 0.1
S 0.0 0.0 0.0
H 0.0 0.0 0.0
H 0.0 0.0 0.0
H 0.0 0.0 0.0
H 0.0 0.0 0.0
H 0.0 0.0 0.0
H 0.0 -0.1 0.0
H 0.0 0.0 0.0
H 0.0 0.0 0.0
H 0.0 0.0 0.0
H 0.0 0.0 0.0
H 0.0 0.0 0.0
H 0.0 0.0 0.0
Br -0.3 0.4 0.0
C 0.2 -0.3 0.1
C 0.1 -0.1 0.1
C -0.1 0.0 0.0
C 0.1 0.0 0.0
C 0.1 -0.1 0.0
C -0.1 0.0 0.1
C -0.1 0.1 0.0
C 0.4 -0.2 0.0
C 0.0 0.1 0.3
C -0.2 0.3 -0.2
H 0.0 0.0 0.0
H 0.0 0.0 0.0
H 0.0 0.0 0.0
H 0.0 0.0 0.0
H 0.0 0.0 0.0
H -0.1 0.1 0.0
O 0.0 0.2 -0.2
N -0.1 -0.6 0.4
O 0.0 0.1 0.0
O -0.1 0.0 -0.1

Here are the Mulliken charges for atoms 1 to 5, given in e:
1. Sr 1.064
2. C -0.704
3. C -0.671
4. S -0.043
5. C -0.734

=====

Entry from OMol25: a structure of composition C4H12Cl2LiO10 (ωB97M-V/def2-TZVPD).

Computed properties:
molecular weight	298.0	g mol⁻¹
orbital gap	6.531	eV
relative energy (zero: lowest compared OMol25 entry of this formula, charge and spin)	89.0	kcal/mol
total energy	-50053.0489	eV
E_HOMO	-6.1241	eV
total charge	-1

Geometry (Å):
Li  12.400  22.061  0.190
Cl  11.083  20.403  5.779
O  10.927  20.731  4.349
O  10.166  21.137  6.657
O  10.814  18.970  5.918
O  12.405  20.677  6.207
Cl  9.479  23.648  -2.735
O  10.741  23.150  -3.020
O  9.441  23.931  -1.321
O  9.328  24.845  -3.426
O  8.492  22.646  -3.190
C  10.543  17.568  -0.544
C  12.045  17.629  -0.247
O  12.480  18.806  -0.880
H  10.006  16.829  0.052
H  10.359  17.312  -1.587
H  10.068  18.488  -0.202
H  12.602  16.818  -0.717
H  12.212  17.659  0.830
H  12.408  18.522  -1.794
C  14.575  25.810  2.499
C  15.674  24.747  2.207
O  15.092  23.706  1.333
H  15.057  26.636  3.022
H  13.730  25.512  3.118
H  14.171  26.171  1.553
H  16.228  24.388  3.075
H  16.408  25.225  1.558
H  15.768  23.043  1.170

Forces on the atoms, in the same order (eV/Å):
Li -0.3 0.1 -0.1
Cl -2.0 -1.4 0.0
O 0.0 0.4 1.1
O 0.4 -0.2 -1.3
O 0.1 0.8 -0.1
O 1.6 0.5 0.1
Cl -2.7 -1.5 0.5
O 4.3 -2.1 -0.6
O -0.7 -0.5 0.9
O -1.1 2.7 -1.6
O 0.6 1.3 1.2
C -0.1 -0.9 1.0
C -1.5 -0.4 0.1
O 1.0 0.9 -0.2
H 0.2 -0.4 0.0
H -0.1 0.4 -0.1
H 0.2 0.3 -0.6
H -0.1 -0.5 0.5
H 0.3 0.2 -0.1
H 0.2 0.8 -0.4
C 0.7 -0.6 0.0
C -1.1 0.6 -1.5
O 0.0 0.2 1.0
H 0.0 0.1 -0.1
H 0.2 -0.5 0.0
H 0.1 0.0 0.0
H -0.6 -0.4 0.1
H 0.2 0.3 0.2
H 0.2 0.0 0.1

Here are the Mulliken charges for atoms 1 to 5, given in e:
1. Li 0.963
2. Cl 1.567
3. O -0.639
4. O -0.637
5. O -0.654

=====

Entry from OMol25: a cluster of 3 separate species, C4H13NO2 in total (ωB97M-V/def2-TZVPD).

Computed properties:
SMILES	C=CCCN.O.O
molecular weight	107.2	g mol⁻¹
orbital gap	9.873	eV
relative energy (zero: lowest compared OMol25 entry of this formula, charge and spin)	67.0	kcal/mol
total energy	-9941.2896	eV
E_HOMO	-9.2023	eV

Geometry (Å):
C  -0.591  2.166  -0.630
C  -1.153  1.044  -1.164
C  -0.377  -0.322  -1.117
C  -0.585  -0.978  -2.433
N  -1.980  -1.557  -2.511
H  0.258  2.043  0.000
H  -0.853  3.267  -0.781
H  -2.188  1.056  -1.839
H  0.651  -0.289  -0.745
H  -0.887  -0.861  -0.292
H  0.110  -1.705  -2.485
H  -0.425  -0.348  -3.265
H  -2.023  -2.373  -3.245
H  -2.277  -2.146  -1.704
O  -0.479  -2.341  3.697
H  -1.211  -2.976  3.674
H  0.370  -2.553  3.901
O  4.665  3.211  3.867
H  4.421  2.327  4.184
H  4.554  3.335  2.887

Forces on the atoms, in the same order (eV/Å):
C -1.5 0.1 -1.3
C -0.2 1.4 -0.9
C -2.4 1.8 1.7
C -2.8 -0.7 1.1
N -0.2 -2.5 -1.5
H 0.8 -0.2 0.3
H -0.3 -1.9 0.2
H 3.0 0.0 1.9
H 0.0 0.6 -0.6
H 0.1 -0.4 -0.6
H 2.4 -2.8 -0.5
H -0.1 1.0 -0.8
H 0.4 2.4 1.2
H 0.9 1.1 -0.1
O -4.5 2.3 -1.3
H 1.4 -0.2 0.3
H 3.1 -2.0 1.0
O 0.0 0.4 -0.8
H 0.0 0.4 -0.9
H 0.0 -0.8 1.7

Here are the Mulliken charges for atoms 1 to 5, given in e:
1. C -0.675
2. C -0.123
3. C -0.347
4. C -0.724
5. N -0.638